Entry from OMol25: a molecular structure, C39H43CdI2N12O3S in a non-equilibrium geometry (ωB97M-V with the def2-TZVPD basis set).

Computed properties:
Spin multiplicity: 1
Charge: -1
Kohn-Sham gap, eV: 6.1
HOMO level, eV: -4.073
E_LUMO, eV: 2.006
ΔE to the lowest compared entry with this formula, charge and spin, kJ/mol: 90.4
Strongest force on any atom, hartree/bohr: 0.0255

Geometry as XYZ:
```
101
Properties=species:S:1:pos:R:3:lowdin_charge:R:1
Cd -0.41638 0.43516 0.38477 1.3538
O -1.41178 1.23176 4.18487 -0.0077
C -0.53808 1.40866 3.32677 -0.6502
O -0.10698 0.51696 2.53467 -0.1706
C 0.10512 2.78556 3.28577 -0.1647
C 0.46302 3.35036 4.50267 -0.0556
C 0.98622 4.62866 4.58827 -0.1206
C 1.13442 5.38236 3.43317 -0.1241
C 0.77272 4.84466 2.21847 -0.1596
C 0.26592 3.54426 2.11787 -0.6242
S -0.19748 3.03976 0.52297 0.5902
H 0.29752 2.76576 5.39777 0.1076
H 1.25902 5.04456 5.54807 0.0841
H 1.51892 6.39426 3.48217 0.0892
H 0.86082 5.41776 1.30597 0.0778
I 1.09622 -4.64954 0.44307 0.8630
C -0.98898 -4.38234 0.18687 -0.6142
C -1.83338 -5.47034 0.18567 -0.2534
C -3.18828 -5.27794 0.05127 -0.6535
I -4.44608 -6.99434 0.21297 0.7955
C -3.72618 -3.99914 -0.13023 -0.2228
C -5.09748 -3.71314 -0.28753 -0.0639
C -5.50828 -2.42674 -0.50853 -0.0551
C -4.53378 -1.42304 -0.59513 -0.1490
N -3.26068 -1.65084 -0.42293 0.1188
C -2.82888 -2.88484 -0.16963 -0.1501
C -1.39998 -3.03904 0.07267 -0.4788
O -0.58848 -2.08594 0.17657 -0.1997
H -1.43688 -6.46814 0.30447 0.0716
H -5.81828 -4.51904 -0.22763 0.0485
H -6.55468 -2.17884 -0.61833 0.0965
H -4.81228 -0.39824 -0.81123 0.1035
C 1.71792 -1.53754 -1.92703 -0.0819
N 0.74582 -1.72654 -2.97093 -0.0947
C 0.50112 -3.07574 -3.42883 -0.1415
C -0.59178 -2.84204 -4.46253 -0.1506
N -1.26978 -1.64824 -3.97793 -0.0924
C -1.89608 -0.88024 -5.03723 -0.0736
C -0.44048 -1.03164 -3.01463 -0.3724
N -0.70768 -0.01414 -2.29413 0.0866
C -2.01328 0.58126 -2.46663 -0.2558
C -2.37018 1.61616 -1.39973 -0.2918
N -2.46298 1.00216 -0.10023 -0.0634
C -3.37518 1.31896 0.74787 -0.3876
N -4.29298 2.37266 0.63837 -0.0814
C -3.88358 3.66476 0.11197 -0.0673
C -5.08748 2.43376 1.85417 -0.1361
C -4.79538 1.11906 2.57457 -0.1214
N -3.66648 0.59756 1.85177 -0.0810
C -3.01918 -0.57814 2.36107 -0.0511
H 2.56212 -2.20034 -2.12773 0.0828
H 1.30552 -1.74914 -0.93893 0.0232
H 2.05782 -0.50434 -1.94903 0.0664
H 0.14772 -3.72334 -2.61353 0.1026
H 1.40432 -3.51804 -3.85823 0.1213
H -1.30258 -3.66954 -4.54543 0.1219
H -0.14828 -2.65494 -5.45243 0.1159
H -2.17208 -1.57304 -5.83103 0.0819
H -1.21888 -0.12574 -5.45733 0.0988
H -2.80428 -0.38784 -4.69543 0.0690
H -2.77598 -0.20674 -2.45453 0.0950
H -2.05768 1.11986 -3.42233 0.1025
H -3.32818 2.05176 -1.70693 0.1030
H -1.59888 2.39706 -1.41293 0.0360
H -2.79778 3.77746 0.12277 0.0383
H -4.31158 4.45276 0.73197 0.0812
H -4.25108 3.80606 -0.90823 0.0760
H -6.14598 2.55486 1.59827 0.1156
H -4.77448 3.28636 2.47017 0.1184
H -5.63998 0.41566 2.51167 0.1189
H -4.53928 1.25716 3.62997 0.1255
H -2.57598 -0.35024 3.33777 0.0744
H -2.22648 -0.88054 1.68067 0.0389
H -3.75118 -1.38884 2.46527 0.0952
C 2.50362 -1.03774 1.91297 -0.0177
C 2.72852 0.17466 1.09417 -0.3606
N 1.91702 0.62986 0.17507 -0.0019
C 2.50112 1.73526 -0.37093 -0.1850
C 3.69342 1.96046 0.23837 -0.0443
N 3.83862 0.96126 1.17407 -0.0175
C 5.00332 0.79556 1.99687 -0.0661
N 6.18532 0.86636 1.18317 -0.0666
N 7.12212 1.81166 1.38197 0.0496
N 7.99602 1.77296 0.46447 0.0589
C 7.66322 0.79516 -0.42483 -0.2327
C 8.26192 0.37356 -1.61263 -0.0192
C 7.63862 -0.64344 -2.29783 -0.0946
C 6.45772 -1.24014 -1.83523 -0.0774
C 5.85172 -0.84574 -0.66143 0.0001
C 6.46822 0.18656 0.03387 -0.1615
H 1.50362 -1.40754 1.69757 0.0458
H 2.55102 -0.80274 2.97427 0.0907
H 3.22992 -1.81944 1.68307 0.0718
H 2.02052 2.29296 -1.15123 0.0807
H 4.44152 2.71456 0.09657 0.1183
H 4.94122 -0.17184 2.50967 0.1397
H 5.08702 1.60546 2.73417 0.1468
H 9.16692 0.83686 -1.97203 0.1085
H 8.06452 -0.99604 -3.22583 0.0983
H 6.00672 -2.03084 -2.41673 0.1027
H 4.94022 -1.30464 -0.31303 0.1056
```

=====

Entry from OMol25: a molecular structure, C39H43ClN5Tc in a non-equilibrium geometry (ωB97M-V with the def2-TZVPD basis set).

Computed properties:
Spin multiplicity: 4
Charge: +1
Kohn-Sham gap (spin up / spin down), eV: 6.5 / 7.5
Expectation value of S²: 4.15
HOMO level (spin up / spin down), eV: -9.977 / -10.694
E_LUMO (spin up / spin down), eV: -3.506 / -3.241
ΔE to the lowest compared entry with this formula, charge and spin, kJ/mol: 0.0
Strongest force on any atom, hartree/bohr: 0.0758

Geometry as XYZ:
```
89
Properties=species:S:1:pos:R:3:lowdin_charge:R:1
Tc -0.14438 -0.79156 -0.18636 1.4270
C 1.85293 4.12490 1.74246 -0.0309
C 1.82243 4.95541 0.51790 -0.2286
C 2.68949 6.01715 0.45214 -0.0340
C 2.82339 6.79493 -0.70689 -0.0598
C 2.05234 6.56154 -1.83274 -0.0490
C 1.13183 5.50625 -1.72712 -0.0273
C 1.02766 4.74841 -0.61937 -0.1877
N 0.07560 3.60201 -0.68643 0.1703
C 0.47563 2.29993 -0.50785 -0.3785
N 1.78866 2.08118 -0.60979 0.1356
C 2.53492 0.85380 -0.47219 -0.1992
C 1.86695 -0.38511 -0.42516 -0.2054
C 2.80604 -1.49316 -0.32629 -0.1507
C 4.12249 -1.34182 -0.41134 -0.0964
C 4.77085 -0.09147 -0.32147 -0.0036
C 3.92338 1.02555 -0.33813 -0.1821
C 4.63299 2.42096 -0.19643 -0.0227
N -0.36821 1.33114 -0.21327 -0.0462
C -1.72918 1.84577 -0.15120 -0.3202
C -2.43045 1.84378 -1.36279 -0.0669
C -3.73390 2.25734 -1.46910 -0.0760
C -4.34908 2.77251 -0.32701 -0.0661
C -3.64205 2.77731 0.86459 -0.0388
C -2.33446 2.29991 1.00000 -0.2134
C -1.55981 2.35127 2.36376 -0.0162
H 2.48367 4.51436 2.53066 0.0857
H 2.12701 3.09273 1.63639 0.0657
H 0.82998 4.13877 2.20312 0.0876
H 3.25073 6.28396 1.30896 0.1062
H 3.40519 7.73641 -0.70863 0.1208
H 2.13431 7.14524 -2.71816 0.1008
H 0.56351 5.15203 -2.56568 0.1174
H -0.88221 3.77106 -0.47846 0.1242
H 2.43441 2.85060 -0.83795 0.1235
H 2.34919 -2.49504 -0.23533 0.0801
H 4.70932 -2.19769 -0.19699 0.0997
H 5.78619 0.05927 -0.14162 0.0954
H 5.69174 2.33193 -0.49510 0.0842
H 4.66453 2.78625 0.84418 0.0917
H 4.24656 3.06622 -0.96717 0.0627
H -1.90136 1.38673 -2.19513 0.1212
H -4.16550 2.16761 -2.45112 0.1104
H -5.37312 3.13130 -0.41177 0.1134
H -4.17657 3.10165 1.76818 0.1282
H -2.10470 1.94042 3.21907 0.0621
H -1.34765 3.43755 2.62553 0.0977
H -0.61926 1.86150 2.26697 0.0462
Cl -4.21539 -0.24991 4.08694 0.6877
C -3.94434 -0.57019 2.37220 -0.6155
C -4.97338 -0.62306 1.46344 -0.0683
C -4.73838 -0.79527 0.09888 -0.0147
C -3.41401 -0.91639 -0.33703 -0.1246
N -2.37703 -0.83598 0.51418 -0.0356
C -2.66603 -0.71454 1.85507 -0.1541
H -6.00414 -0.60553 1.77804 0.1196
H -5.55274 -0.99240 -0.57612 0.1176
H -3.23039 -1.10158 -1.40549 0.0987
H -1.73380 -0.69470 2.48481 0.1298
C 0.93718 -2.64892 -3.10663 -0.0420
C -0.35471 -3.46691 -2.87424 -0.3365
C -1.49549 -2.47925 -2.67886 -0.0910
C -0.19559 -4.41168 -1.67561 -0.1122
C -0.25191 -5.78722 -1.93361 -0.0232
C -0.10984 -6.70340 -0.91732 -0.0601
C 0.01526 -6.24092 0.34835 -0.0523
C 0.14819 -4.90923 0.62506 -0.1175
C 0.26825 -4.56131 2.13036 -0.3642
C -0.99316 -3.91197 2.64251 -0.0724
C 1.52993 -3.73834 2.46840 -0.0630
C 0.01096 -3.90164 -0.36290 -0.2617
N -0.02447 -2.59826 0.00306 -0.1128
H 0.73690 -1.98464 -3.94883 0.0945
H 1.79180 -3.24829 -3.23596 0.0762
H 1.10892 -2.10398 -2.20095 0.0057
H -0.53049 -4.07571 -3.77837 0.1348
H -1.17430 -1.65131 -2.05947 -0.0039
H -2.46443 -2.82824 -2.28418 0.0890
H -1.78144 -2.02044 -3.61360 0.0849
H -0.39195 -6.07637 -2.99417 0.1258
H -0.09569 -7.79180 -1.11807 0.1301
H -0.00421 -6.99181 1.14269 0.1267
H 0.36363 -5.54788 2.61718 0.1248
H -1.34599 -3.22906 1.92593 0.0176
H -0.80449 -3.36000 3.63927 0.1126
H -1.69858 -4.62944 3.03520 0.0772
H 1.30335 -2.65050 2.43966 0.0719
H 2.37054 -3.98931 1.87325 0.0601
H 1.76952 -3.99346 3.50700 0.0820
```

=====

Question: The lowest ΔE to the lowest compared entry with this formula, charge and spin belongs to which entry?
Answer: C39H43ClN5Tc

=====

Question: Among the records above, which one has the lowest spin multiplicity?
Answer: C39H43CdI2N12O3S

=====

Question: What is the formula in the first record?
Answer: C39H43CdI2N12O3S

=====

Question: Which formula does entry 2 have?
Answer: C39H43ClN5Tc